Entry 1:
Molecular formula: C55H45CrI2N4OSb
Method: DFT, the ωB97M-V functional and the def2-TZVPD basis

Calculated values
E_HOMO (alpha / beta) ... -0.2517 / -0.2565 hartree
Max |F| ... 0.0819 hartree/bohr
Calculated total energy ... -4297.2162 Ha
Spin multiplicity ... 5
⟨S²⟩ ... 6.03

Cartesian coordinates (Å):
I 2.940 -6.174 1.550
I 1.016 -4.273 1.899
Sb -1.679 -2.279 2.551
Cr -0.182 0.164 -0.946
O -0.377 0.427 3.131
N 1.716 -0.612 -1.158
N -0.891 -1.593 -1.766
N -2.031 0.921 -0.897
N 0.587 1.972 -0.253
C -0.204 -2.695 -2.145
C 4.464 -0.623 3.382
C 3.565 -5.942 -3.825
C 2.193 -5.239 -1.962
C 0.687 4.163 0.374
C 2.904 1.526 -0.811
C 2.839 0.164 -1.062
C 2.069 -1.862 -1.460
C 1.175 -2.887 -2.017
C 4.308 2.202 -0.861
C -2.429 2.155 -0.208
C 0.365 2.470 4.144
C -1.537 3.062 0.423
C -2.989 6.505 0.993
C 2.052 -0.823 3.107
C -1.022 -3.617 -3.057
C 3.047 1.302 3.772
C 6.198 3.135 0.418
C -5.156 -0.406 -3.803
C -5.223 -2.192 -2.264
C 3.028 -6.191 -2.580
C -3.105 -3.867 2.291
C 1.930 3.755 -0.016
C -2.167 -1.741 -2.385
C -2.057 -2.185 4.657
C 3.192 -4.778 -4.542
C -3.132 0.394 -1.426
C 2.387 -3.840 -3.925
C -6.511 -2.535 -2.690
C -2.363 4.258 2.461
C -3.057 6.533 2.375
C -4.264 1.203 -1.069
C 1.857 2.440 -0.477
C 4.305 0.643 3.812
C -2.463 5.376 0.336
C -7.069 -1.842 -3.671
C -2.811 5.416 3.122
C 3.320 -1.384 3.093
C -2.186 4.200 1.090
C 3.978 -0.658 -1.277
C 5.917 3.579 -1.925
C 3.503 -1.932 -1.504
C 1.908 0.526 3.473
C -6.402 -0.748 -4.296
C 0.567 1.067 3.544
C -0.160 2.995 0.323
C 4.742 2.845 -2.013
C -2.892 -0.741 1.587
C 5.120 2.278 0.311
C 6.706 3.660 -0.782
C -2.150 -2.955 -3.179
C 1.930 -4.008 -2.618
C -3.209 -0.777 -2.266
C -4.543 -1.168 -2.810
C -3.787 2.222 -0.319
H 4.719 1.794 1.179
H -4.543 0.325 -4.257
H 5.144 1.209 4.101
H -2.342 3.390 3.074
H -0.597 -4.456 -3.567
H -3.937 -0.759 1.935
H -2.738 -4.707 2.968
H 4.167 -6.719 -4.254
H 4.139 2.694 -2.911
H -7.039 -3.171 -2.007
H 5.440 -1.105 3.285
H -2.382 5.303 -0.799
H -4.093 -3.537 2.566
H -5.318 1.084 -1.374
H -2.922 -3.274 -3.818
H -2.863 -1.046 0.534
H 3.248 -7.138 -2.169
H -2.413 0.237 1.734
H 6.629 3.104 1.407
H -4.754 -2.737 -1.486
H 0.471 5.193 0.703
H -3.367 7.406 0.445
H -2.933 -2.779 4.920
H 6.374 4.056 -2.818
H -2.928 5.397 4.212
H 1.125 2.591 4.966
H 5.018 -0.395 -1.343
H 1.209 -1.488 3.009
H 2.918 2.358 3.938
H -1.134 -2.628 5.129
H 3.464 -4.535 -5.568
H 3.270 -2.458 2.868
H 2.006 -3.000 -4.504
H -3.450 7.505 2.776
H -3.068 -4.241 1.232
H -4.422 2.998 -0.095
H -6.865 -0.335 -5.209
H -0.652 2.622 4.404
H -8.094 -1.961 -3.951
H 4.045 -2.824 -1.824
H 0.573 3.171 3.337
H 7.627 4.167 -0.771
H 1.948 -5.447 -0.908
H -1.970 -1.162 4.960
H 2.827 4.307 -0.002


Entry 2:
Molecular formula: C55H45F7N6P2Pt
Method: DFT, the ωB97M-V functional and the def2-TZVPD basis

Calculated values
ΔE to the lowest compared entry with this formula, charge and spin ... 123.6 kJ/mol
E_HOMO (alpha / beta) ... -0.3809 / -0.3807 hartree
Max |F| ... 0.0278 hartree/bohr
Charge ... +1
Calculated total energy ... -3952.5506 Ha
Spin multiplicity ... 2
⟨S²⟩ ... 0.78

Cartesian coordinates (Å):
Pt 0.402 0.219 -0.815
P 3.480 1.974 -0.344
P -0.103 -0.952 2.411
F 2.664 3.338 -0.167
F 4.262 2.576 -1.585
F 2.269 1.445 -1.464
F 4.189 0.548 -0.552
F 2.582 1.318 0.850
F -4.195 4.500 -3.326
F 4.589 2.439 0.697
N -2.258 -2.379 1.339
N 1.692 -1.341 0.351
N -0.395 1.388 0.841
N 2.556 -1.896 2.281
N -0.446 1.727 3.004
N -1.108 -1.350 -0.221
C -0.291 0.808 2.034
C -2.828 -2.425 -5.020
C -5.171 -3.408 0.724
C -1.762 4.834 0.358
C -1.786 5.640 4.797
C -1.926 5.917 -0.490
C -0.656 2.947 2.411
C -1.745 4.443 4.096
C -3.528 -1.684 -2.840
C -0.856 3.813 0.051
C -0.632 2.743 1.054
C -3.764 -1.803 -4.204
C -6.258 -4.257 0.568
C -1.180 6.006 -1.658
C -0.804 6.600 4.587
C -3.297 3.525 -3.180
C 0.222 6.360 3.680
C -2.843 -2.713 0.136
C 0.262 5.166 2.976
C 5.044 -3.926 2.282
C -2.343 -2.168 -2.290
C 3.150 -1.747 -3.667
C 4.847 -2.688 1.676
C -6.188 -5.318 -0.326
C -3.488 2.595 -2.172
C -1.409 -2.796 -3.113
C -0.156 3.889 -1.146
C 7.416 -3.528 2.329
C 2.925 -1.887 0.105
C -2.215 3.484 -4.037
C -2.564 1.581 -2.032
C -2.105 -2.083 -0.831
C 2.712 -1.597 -2.365
C 2.702 -2.136 3.719
C 6.328 -4.347 2.605
C -0.726 4.204 3.180
C -1.207 -1.559 1.089
C 1.480 -1.373 1.642
C -5.031 -5.522 -1.067
C 4.319 -2.451 -3.916
C -0.381 1.490 4.452
C -1.272 2.490 -3.850
C 5.008 -3.020 -2.855
C 4.562 -2.856 -1.550
C -1.652 -2.927 -4.473
C -4.003 -3.614 -0.008
C 7.220 -2.288 1.734
C -3.943 -4.675 -0.910
C 5.940 -1.866 1.408
C -2.674 -2.877 2.655
C -1.437 1.518 -2.860
C -0.458 0.445 -2.727
C -0.303 4.984 -1.987
C 3.416 -2.108 -1.278
C 3.497 -2.206 1.318
H 0.289 5.044 -2.893
H 1.057 4.971 2.262
H -4.349 2.679 -1.520
H -0.100 2.417 4.941
H -1.803 -3.034 3.281
H 5.115 -3.315 -0.743
H 4.196 -4.575 2.477
H -5.244 -2.561 1.400
H -4.684 -1.416 -4.628
H -2.523 3.700 4.249
H -2.117 4.224 -4.821
H -0.930 -3.432 -5.105
H 8.418 -3.861 2.571
H 0.995 7.102 3.522
H 0.366 0.734 4.672
H 3.745 -2.015 3.994
H 5.901 -3.603 -3.042
H -3.018 -2.529 -6.082
H 1.787 -1.063 -2.189
H -7.035 -5.982 -0.448
H 2.384 -3.144 3.980
H -0.399 2.449 -4.495
H -1.345 1.165 4.837
H -2.350 4.776 1.267
H -7.163 -4.083 1.136
H -0.492 -3.188 -2.681
H -2.585 5.825 5.504
H 6.479 -5.315 3.068
H -0.841 7.538 5.127
H 2.103 -1.420 4.271
H -3.039 -4.837 -1.486
H 4.684 -2.561 -4.930
H 0.558 3.127 -1.400
H -4.263 -1.214 -2.196
H -0.877 -0.550 -2.711
H 0.407 0.550 -3.382
H -4.975 -6.343 -1.771
H -3.340 -2.171 3.146
H -2.630 6.700 -0.234
H -3.193 -3.820 2.524
H 8.067 -1.646 1.523
H 5.775 -0.901 0.935
H 2.588 -1.317 -4.489
H -1.277 6.872 -2.302
H -2.692 0.841 -1.249